Entry 1:
ORCA calculation (wB97M-V/def2-TZVPD) on a cluster of 2 separate species, C4H12S in total.

Values from the calculation:
* frontier orbital gap: 9.41 eV
* energy relative to the best compared isomer or geometry (same formula, charge and spin): 0.515 eV
* lowest unoccupied orbital energy: 1.0 eV

ORCA input file:
```
! RIJCOSX wB97M-V def2-TZVPD def2/J DEFGRID3
* xyz 0 1
C 1.6725 -1.2678 1.7146
C 2.6818 -2.1097 2.4505
H 0.9525 -1.0033 2.4980
H 2.0570 -0.4010 1.1870
H 1.0839 -1.9328 1.0741
H 3.3207 -2.7967 1.8822
H 2.1465 -2.8092 3.1029
H 3.3941 -1.5987 3.1090
C 0.0569 0.0861 -1.2376
C -2.6670 0.8269 -1.1780
S -0.9596 1.5159 -0.9577
H -0.0356 -0.2160 -2.2958
H 1.1135 0.3380 -1.1453
H -0.1840 -0.8311 -0.7037
H -2.6992 -0.1903 -1.5133
H -3.1661 1.4869 -1.8908
H -3.1480 1.0075 -0.2170
*
```

=====

Entry 2:
ORCA calculation (wB97M-V/def2-TZVPD) on a cluster of 2 separate species, C4H12S2 in total.

Values from the calculation:
* frontier orbital gap: 9.67 eV
* energy relative to the best compared isomer or geometry (same formula, charge and spin): 0.813 eV
* lowest unoccupied orbital energy: 0.8 eV

ORCA input file:
```
! RIJCOSX wB97M-V def2-TZVPD def2/J DEFGRID3
* xyz 0 1
C 2.8151 0.5495 -1.7305
C 2.9516 0.9872 -0.2833
S 1.7553 2.1166 0.4854
H 3.4682 -0.2962 -1.9297
H 3.0626 1.4172 -2.3372
H 1.8104 0.2373 -2.0330
H 2.9602 0.1272 0.3955
H 3.9810 1.3472 -0.1677
H 1.4827 1.3609 1.5550
C -1.9394 -0.1088 0.4333
C -3.0817 -1.0948 0.3945
S -3.1289 -1.9087 2.0328
H -1.0512 -0.6860 0.1173
H -1.6047 0.2998 1.3807
H -2.0059 0.6248 -0.3691
H -4.0562 -0.6019 0.4265
H -3.0459 -1.9281 -0.2969
H -4.3732 -2.4432 1.9263
*
```

=====

Entry 3:
ORCA calculation (wB97M-V/def2-TZVPD) on a cluster of 2 separate species, C4H12S2 in total.

Values from the calculation:
* frontier orbital gap: 9.91 eV
* energy relative to the best compared isomer or geometry (same formula, charge and spin): 0.761 eV
* lowest unoccupied orbital energy: 0.8 eV

ORCA input file:
```
! RIJCOSX wB97M-V def2-TZVPD def2/J DEFGRID3
* xyz 0 1
C -0.8815 2.2980 0.6326
C -0.8142 1.3047 1.8372
S -2.2490 0.1439 1.9213
H 0.0217 2.8626 0.7812
H -1.7417 3.0070 0.8282
H -0.9537 1.8504 -0.3680
H 0.1751 0.8002 1.8492
H -0.8274 1.8297 2.7907
H -2.8250 0.6064 0.7931
C 1.0903 -1.9744 -0.2896
C 1.0892 -1.9436 -1.8852
S 1.7894 -0.4173 -2.5867
H 0.2876 -1.3080 0.0058
H 2.1222 -1.6323 -0.1158
H 0.8287 -2.9311 0.1975
H 1.6991 -2.7572 -2.2241
H 0.1294 -2.0685 -2.3729
H 1.0597 0.3295 -1.7946
*
```

=====

Entry 4:
ORCA calculation (wB97M-V/def2-TZVPD) on a structure of composition C4H13CaN2.

Values from the calculation:
* frontier orbital gap: 4.55 eV
* lowest unoccupied orbital energy: 3.0 eV

ORCA input file:
```
! RIJCOSX wB97M-V def2-TZVPD def2/J DEFGRID3
* xyz -1 1
C 2.6736 -1.1261 -0.3956
Ca 0.4830 -0.4138 0.1741
N -0.0071 -0.2099 -2.2688
H 0.2932 -0.9771 2.0950
H -1.4804 -1.0540 0.6860
H 2.6209 -1.3984 0.6887
H 3.3534 -0.3827 -0.8844
H 2.1278 -1.9627 -0.9122
H -0.2234 0.7254 -2.6049
H -0.8636 -0.7515 -2.2648
H 0.6271 -0.6396 -2.9601
C -3.1475 3.3562 2.3510
C -3.3398 1.8869 1.9146
C -2.1707 1.2956 1.4531
N -1.2198 0.8798 0.9724
H -2.2141 3.4785 2.8846
H -3.9592 3.6585 3.0079
H -3.1543 4.0022 1.4817
H -3.7003 1.2695 2.7604
H -4.0947 1.8223 1.0995
*
```

=====

Entry 5:
ORCA calculation (wB97M-V/def2-TZVPD) on a structure of composition C4H13ClFO5PSTa.

Values from the calculation:
* frontier orbital gap: 7.81 eV
* energy relative to the best compared isomer or geometry (same formula, charge and spin): 0.000 eV
* lowest unoccupied orbital energy: 2.0 eV

ORCA input file:
```
! RIJCOSX wB97M-V def2-TZVPD def2/J DEFGRID3
* xyz -1 1
O -0.8380 -3.3868 -0.6331
P -1.4834 -2.0861 -0.6244
O -1.3689 -1.2991 -1.9942
O -3.0904 -2.2973 -0.5162
C -1.0110 -0.9800 0.6541
Ta 1.1102 -0.0729 0.6604
C 0.3116 2.0125 1.0114
C 0.5347 2.9414 -0.1796
C -0.5159 2.8760 -1.2656
Cl -2.1898 2.7469 -0.6773
S 2.2887 -2.4108 0.6616
O 2.3514 -2.9363 -0.6636
O 3.5549 -2.3139 1.3185
F 1.4903 -3.4626 1.5641
H -1.7397 -1.9003 -2.6730
H -3.1835 -2.9724 0.1857
H -1.2330 -1.5207 1.5644
H -1.7020 -0.1420 0.6070
H 1.1546 -0.2870 2.5147
H 2.8267 0.5945 0.7649
H 1.2214 0.0863 -1.1798
H -0.7204 1.9559 1.3274
H 0.8604 2.4034 1.8586
H 0.6957 3.9551 0.1648
H 1.4607 2.6423 -0.6599
H -0.4836 3.7849 -1.8447
H -0.3017 2.0688 -1.9461
*
```

=====

Entry 6:
ORCA calculation (wB97M-V/def2-TZVPD) on a structure of composition C4H13CoF4N2O11S4.

Values from the calculation:
* frontier orbital gap (spin up / spin down): 9.34 / 9.11 eV
* ⟨S²⟩: 3.757
* lowest unoccupied orbital energy (spin up / spin down): 2.8 / 2.8 eV

ORCA input file:
```
! RIJCOSX wB97M-V def2-TZVPD def2/J DEFGRID3
* xyz -1 4
Co 0.1620 -0.4114 -0.7888
O 0.9796 -1.1766 -2.3181
H 1.9140 -1.3395 -2.1397
N 0.4377 -1.0958 1.1288
S 0.0251 -0.5823 2.5630
O 0.9547 0.2163 3.2748
O -0.8138 -1.4833 3.2840
F -1.0466 0.4995 2.0481
S 1.3649 -2.3882 1.6658
O 0.6604 -3.6186 1.6545
O 2.3759 -2.1671 2.6332
F 2.2106 -2.4366 0.3129
N -0.7952 1.3029 -1.3665
S -0.7709 2.8694 -1.0158
O -1.9543 3.5622 -0.6723
O 0.2714 3.5325 -1.7368
F -0.0487 2.6456 0.4031
S -1.6389 1.3396 -2.8168
O -1.0781 0.4160 -3.7207
O -2.1444 2.5737 -3.2828
F -2.9172 0.5767 -2.2458
C 3.1046 1.9959 1.1552
C 3.2068 0.8232 0.1962
O 2.0893 0.7419 -0.6981
H 3.9423 1.9306 1.8487
H 2.1458 1.8981 1.6682
H 3.0359 2.9691 0.6691
H 3.3223 -0.1227 0.7216
H 4.0904 0.9601 -0.4371
H 2.3128 1.1595 -1.5336
C -3.4641 -1.1477 0.3597
C -2.4293 -2.1989 -0.0046
O -1.5348 -1.7359 -1.0316
H -4.1766 -0.9192 -0.4289
H -2.9939 -0.2542 0.7764
H -4.0298 -1.4636 1.2448
H -3.0150 -3.0526 -0.3529
H -1.8245 -2.4566 0.8601
H -1.9303 -1.9621 -1.8774
*
```

=====

The max |F| results, record by record, are as follows: 0.038, 0.053, 0.042, 0.050, 0.051, 0.103 Eh/bohr.